Entry from the OMol25 dataset: a structure of composition C37H32Br2NOP2W (wB97M-V/def2-TZVPD).

```
76
Properties=species:S:1:pos:R:3:forces:R:3:mulliken_charge:R:1
W -0.314 0.297 -1.063 -0.4680 0.9290 -0.2651 0.295
C 1.055 -2.653 1.469 -0.0093 0.0167 0.0154 -0.843
C -0.400 -2.229 1.629 -0.0229 0.0223 0.0090 -0.872
P -0.779 -0.455 1.391 0.0240 -0.0911 0.1219 2.677
C -2.554 -0.283 1.673 0.0756 0.1144 -0.0384 0.343
C -3.407 -1.368 1.811 -0.0310 -0.0659 -0.0329 -0.915
C -4.768 -1.153 2.011 -0.0018 -0.0172 -0.0039 -0.800
C -5.270 0.135 2.084 0.0099 -0.0102 -0.0053 -0.715
C -4.412 1.226 1.966 0.0241 0.0354 -0.0087 -0.894
C -3.060 1.020 1.759 -0.0705 -0.0441 0.0467 -0.346
C 0.031 0.339 2.797 0.0186 0.0333 -0.0468 0.322
C -0.699 0.580 3.963 -0.0525 -0.0305 0.0281 -1.109
C -0.060 1.063 5.096 0.0190 0.0060 0.0034 -0.839
C 1.306 1.304 5.081 -0.0100 -0.0064 -0.0122 -0.829
C 2.040 1.062 3.926 0.0122 0.0102 0.0187 -0.940
C 1.405 0.588 2.791 0.0078 -0.0041 0.0064 0.594
C 1.577 -2.605 0.005 0.0247 0.0429 -0.0481 -0.843
P 1.890 -0.916 -0.550 0.4881 -0.3765 0.1952 0.461
C 0.536 1.958 -0.204 -0.0465 -0.1027 -0.0119 1.861
C 0.520 2.937 0.789 0.0196 0.0225 0.0053 -0.855
C 0.783 4.247 0.442 -0.0058 0.0000 0.0091 -0.719
C 1.082 4.596 -0.881 0.0185 0.0061 -0.0376 -0.929
C 1.123 3.637 -1.871 0.0555 -0.0309 -0.1467 -0.734
C 0.843 2.309 -1.526 -0.0451 0.0178 0.2708 -0.264
C 3.497 -0.458 -0.101 -0.2665 -0.0689 -0.0362 0.891
C 4.379 -1.331 0.587 0.0311 -0.0627 0.0466 -0.418
C 5.661 -0.929 0.870 0.0008 0.0128 -0.0067 -0.960
C 6.093 0.340 0.474 -0.0369 -0.0076 -0.0193 -0.373
C 5.240 1.218 -0.200 0.0367 0.0257 0.0047 -0.942
C 3.953 0.832 -0.480 -0.0352 0.0654 -0.0588 -0.133
H 1.128 -3.697 1.776 0.0103 -0.0034 -0.0013 0.561
H 1.711 -2.089 2.137 -0.0128 0.0168 -0.0123 0.217
H -0.712 -2.436 2.657 -0.0188 0.0174 0.0049 0.761
H -1.037 -2.811 0.964 0.0093 0.0007 -0.0084 -0.149
H -3.039 -2.385 1.759 -0.0086 0.0425 0.0021 0.415
H -5.432 -2.001 2.114 0.0037 0.0057 0.0031 0.472
H -6.328 0.296 2.245 0.0073 -0.0015 0.0036 0.451
H -4.799 2.233 2.052 -0.0007 -0.0136 -0.0023 0.482
H -2.389 1.874 1.719 0.0030 0.0146 -0.0223 0.533
H -1.764 0.387 3.999 0.0397 0.0076 -0.0015 0.420
H -0.636 1.248 5.993 0.0063 -0.0004 -0.0002 0.498
H 1.799 1.684 5.966 -0.0029 -0.0072 -0.0011 0.460
H 3.105 1.255 3.910 -0.0094 0.0020 0.0017 0.527
H 1.989 0.447 1.890 0.0042 -0.0023 -0.0398 0.187
H 0.820 -3.022 -0.661 -0.0011 -0.0177 -0.0088 0.388
H 2.480 -3.206 -0.094 0.0064 0.0240 -0.0191 0.816
H 0.262 2.689 1.808 -0.0079 -0.0094 0.0172 0.403
H 0.734 5.022 1.196 0.0006 -0.0103 0.0052 0.498
H 1.283 5.630 -1.131 -0.0024 -0.0083 0.0048 0.463
H 1.402 3.899 -2.882 -0.0168 0.0002 -0.0030 0.534
H 1.015 1.561 -2.324 -0.0896 -0.1189 0.0249 0.128
H 4.054 -2.316 0.893 0.0172 0.0146 0.0003 0.281
H 6.338 -1.594 1.389 -0.0033 0.0006 0.0030 0.470
H 7.108 0.648 0.694 -0.0041 -0.0008 -0.0028 0.461
H 5.596 2.195 -0.499 0.0017 -0.0074 0.0072 0.473
H 3.287 1.513 -0.995 0.0174 -0.0191 0.0150 0.379
Br -2.704 -4.157 -0.848 -0.0049 -0.0043 -0.0130 -0.028
C -2.339 -3.123 -2.362 0.1367 0.0981 0.0515 -0.235
C -2.810 -3.561 -3.616 -0.0487 -0.0856 -0.0391 -0.449
C -2.545 -2.856 -4.758 -0.0148 -0.0053 -0.0644 -0.266
Br -3.192 -3.481 -6.399 0.0244 0.0135 0.0721 -0.105
C -1.783 -1.651 -4.701 0.0426 0.0237 0.0419 0.312
C -1.454 -0.847 -5.804 0.0184 0.0503 0.0076 -0.587
C -0.728 0.306 -5.605 -0.0323 -0.0415 -0.0808 -1.191
C -0.338 0.661 -4.320 0.0222 0.0608 0.0844 0.190
N -0.616 -0.076 -3.245 0.0172 -0.0769 -0.0605 -0.369
C -1.332 -1.226 -3.436 -0.0407 -0.0671 0.0403 0.651
C -1.609 -1.963 -2.273 -0.1027 -0.0686 -0.0949 -0.165
O -1.113 -1.459 -1.107 0.0711 -0.0511 0.0009 0.878
H -3.387 -4.475 -3.665 0.0042 0.0103 -0.0039 0.498
H -1.777 -1.134 -6.796 0.0022 -0.0011 0.0014 0.422
H -0.464 0.950 -6.432 -0.0039 -0.0035 0.0053 0.459
H 0.204 1.586 -4.171 -0.0003 -0.0052 0.0246 0.450
C -2.060 1.215 -0.945 0.2238 -0.2400 0.0419 -0.729
H -3.004 0.681 -1.073 -0.0147 0.0050 0.0065 0.438
H -2.215 2.276 -0.757 -0.0127 0.0205 0.0053 0.526
```
Positions in Å, forces in eV/Å.

Energy relative to the best compared isomer or geometry (same formula, charge and spin), kcal per mole: 48.5
E_HOMO, Ha: -0.59000
HOMO-LUMO gap, Ha: 0.1755
Lowest unoccupied orbital energy, eV: -11.28
2S+1: 1
Net charge: +3

Entry from the OMol25 dataset: a cluster of 2 separate species, C37H32Cl2FN2 in total (wB97M-V/def2-TZVPD).

```
74
Properties=species:S:1:pos:R:3:forces:R:3:mulliken_charge:R:1
Cl -5.214 4.495 -3.335 0.0075 -0.0156 -0.0036 -0.150
C -3.694 3.718 -3.317 0.6124 -0.4821 0.0170 0.430
C -3.624 2.315 -3.348 0.2531 0.0102 0.0027 -0.789
C -2.384 1.687 -3.319 0.1921 0.1101 0.0295 -0.164
C -1.175 2.435 -3.260 -0.5575 0.2807 0.1168 0.772
C 0.092 1.768 -3.200 -0.0023 0.3140 -0.6192 -0.196
C 1.309 2.428 -3.311 -0.0161 -0.0110 0.0760 -0.315
C 2.530 1.772 -3.234 -0.1089 0.2173 -0.0935 -0.331
C 3.795 2.434 -3.271 0.5780 0.3160 -0.0441 0.841
C 4.998 1.675 -3.301 -0.1672 0.1933 0.0461 -0.375
C 6.241 2.292 -3.336 -0.2237 0.0386 0.0000 -0.736
C 6.322 3.696 -3.336 -0.6361 -0.4818 0.0081 0.464
Cl 7.846 4.461 -3.368 -0.0067 -0.0156 -0.0032 -0.141
C 5.154 4.474 -3.307 -0.5139 -0.2711 0.0104 -0.831
C 3.908 3.854 -3.275 0.4627 -0.1355 -0.0347 -0.344
C -1.281 3.856 -3.243 -0.4274 -0.1309 -0.0086 -0.419
C -2.521 4.487 -3.269 0.5094 -0.2550 -0.0068 -0.880
H -4.541 1.733 -3.391 0.2132 0.1154 -0.0028 0.423
H -2.317 0.596 -3.358 -0.1319 0.3523 0.0697 0.393
H 0.089 0.676 -3.155 -0.0100 0.2190 0.1871 0.399
H 1.309 3.506 -3.489 -0.0174 -0.4765 0.1908 0.193
H 2.529 0.683 -3.153 0.0186 0.1979 0.0452 0.393
H 4.920 0.586 -3.301 0.1433 0.2909 0.0052 0.381
H 7.155 1.703 -3.361 -0.1965 0.1165 0.0057 0.412
H 5.229 5.558 -3.308 0.0054 -0.2049 0.0101 0.411
H 3.008 4.468 -3.244 0.3790 -0.0768 0.0126 0.343
H -0.377 4.464 -3.199 -0.3785 -0.0706 0.0345 0.361
H -2.589 5.571 -3.249 -0.0011 -0.2176 0.0006 0.429
F -0.542 -2.563 -0.637 -0.1049 0.2678 0.4875 -0.520
C -0.863 -2.330 0.739 -0.5264 -0.2445 0.1967 2.333
C -2.207 -3.039 1.026 0.5271 0.1900 -0.1203 -0.622
C -2.747 -3.937 0.102 -0.0277 0.0142 0.0786 -0.316
C -3.940 -4.605 0.388 0.1021 0.1678 0.1647 -0.758
C -4.588 -4.395 1.609 0.0926 0.0372 -0.0361 -0.530
C -4.044 -3.504 2.540 0.2693 0.1268 -0.2950 -0.952
C -2.862 -2.812 2.239 -0.2539 -0.2484 0.0924 0.210
C 0.307 -2.867 1.560 -0.1915 -0.2498 -0.5835 -0.183
C 0.151 -3.864 2.520 0.3113 0.1485 0.1996 -0.016
C 1.263 -4.294 3.256 -0.1068 0.1099 -0.2054 -0.876
C 2.525 -3.760 2.996 -0.0836 0.0722 0.0396 -0.549
C 2.682 -2.802 1.988 -0.1142 -0.0019 -0.1525 -0.579
C 1.579 -2.375 1.255 0.0785 -0.1496 0.3692 -0.444
C -0.975 -0.783 0.839 0.3224 0.2638 -0.2590 -0.971
C -2.144 -0.222 -0.003 0.4341 -0.2997 -0.3748 -0.164
C -2.812 0.853 0.841 -0.4545 0.1536 0.3507 -0.624
C -1.925 1.021 2.075 0.4894 -0.0315 0.0177 -0.758
N -1.174 -0.249 2.186 -0.8731 0.0287 0.0736 0.581
C -0.061 -0.203 3.083 0.4131 0.1184 0.2742 0.142
C 1.065 0.577 2.781 0.1868 -0.3890 0.4701 -0.182
C 2.160 0.534 3.656 -1.0153 -0.0605 -0.4583 -0.610
N 2.141 -0.194 4.761 0.6429 -0.1381 0.6402 -0.570
C 1.066 -0.905 5.089 -0.6038 0.2748 -0.6420 -0.513
C -0.082 -0.925 4.287 0.4766 0.2276 -0.4317 -0.158
H -2.230 -4.122 -0.839 -0.1523 0.0655 0.2749 0.402
H -4.343 -5.294 -0.354 0.0230 0.1455 0.2718 0.409
H -5.514 -4.930 1.833 0.3116 0.1807 -0.0501 0.389
H -4.525 -3.341 3.505 0.0656 -0.0608 -0.3025 0.434
H -2.421 -2.101 2.941 -0.3004 -0.3335 -0.2017 0.329
H -0.836 -4.287 2.712 0.3565 0.1170 -0.0091 0.439
H 1.119 -5.045 4.033 0.1482 0.1579 -0.2156 0.416
H 3.392 -4.086 3.574 -0.2972 0.0957 -0.1734 0.394
H 3.662 -2.378 1.761 -0.2267 -0.2252 0.1486 0.384
H 1.694 -1.654 0.443 0.0351 -0.1907 0.3121 0.368
H -0.035 -0.370 0.422 -0.1166 -0.2909 0.0148 0.693
H -1.710 0.196 -0.921 -0.2469 -0.1064 0.1280 -0.386
H -2.848 -1.012 -0.291 0.2063 0.1781 0.0569 0.568
H -2.900 1.794 0.288 -0.1037 -0.1044 0.1850 0.329
H -3.817 0.537 1.145 0.2097 0.0886 -0.1207 0.314
H -1.227 1.865 1.921 -0.1116 -0.1028 0.0999 0.336
H -2.483 1.212 3.001 0.1417 -0.0457 -0.2535 0.393
H 1.114 1.169 1.872 -0.0509 -0.0850 0.0930 0.374
H 3.061 1.107 3.439 -0.1140 -0.1307 0.1288 0.339
H 1.097 -1.482 6.017 0.1096 0.2049 -0.2632 0.361
H -0.945 -1.528 4.558 0.1432 0.1268 -0.0718 0.368
```
Positions in Å, forces in eV/Å.

Energy relative to the best compared isomer or geometry (same formula, charge and spin), kcal per mole: 0.0
E_HOMO, Ha: -0.39084
HOMO-LUMO gap, Ha: 0.1750
Lowest unoccupied orbital energy, eV: -5.87
2S+1: 1
Net charge: +1

Question: What is the HOMO-LUMO gap in the first record?
Answer: 0.1755 Ha